No. 1
Molecular formula: C35H95F3N7O16S
Method: DFT, ωB97M-V/def2-TZVPD

Last column: Löwdin charge in e.
Element x y z (Å)
S: 1.088 0.417 -0.027  0.55
F: -0.244 -1.061 -1.771  0.11
F: -0.528 1.077 -2.039  0.14
F: 1.329 0.120 -2.632  0.14
O: -0.161 -0.927 3.429  -0.11
O: -2.328 0.765 2.021  -0.16
O: 4.100 1.929 -4.336  -0.08
O: 2.182 -0.549 0.067  -0.31
O: 4.676 3.959 -2.083  -0.06
O: 2.455 -2.286 -3.896  -0.08
O: 2.806 -1.357 7.131  -0.18
O: -3.161 6.267 -1.022  -0.19
O: -1.043 3.422 -6.437  -0.19
O: 3.305 -5.205 1.354  -0.19
O: 1.567 1.800 -0.009  -0.31
O: -6.041 -2.518 1.397  -0.20
O: 5.094 -2.972 -2.489  -0.07
O: 0.557 5.025 3.639  -0.19
O: -3.690 -5.639 -2.439  -0.17
O: 0.023 0.184 0.941  -0.33
N: -0.370 4.739 0.681  0.04
N: -0.617 -5.221 -4.544  0.04
N: -1.132 0.593 -7.009  0.03
N: -4.159 0.154 -0.201  0.05
N: 4.715 -1.108 4.752  0.05
N: 2.085 -2.736 1.828  0.07
N: 2.543 4.544 1.360  0.05
C: -1.373 -5.481 -3.318  -0.44
C: 1.280 -3.950 1.723  -0.40
C: -0.105 -3.607 1.167  -0.06
C: 4.147 -5.859 0.414  -0.10
C: -7.315 -2.651 1.953  -0.13
C: 3.157 2.686 -3.582  -0.22
C: 3.714 2.931 -2.175  -0.25
C: 1.969 5.011 3.749  -0.21
C: -1.909 0.173 -4.758  -0.06
C: -1.752 1.240 -5.829  -0.42
C: -4.635 -1.237 0.014  -0.42
C: 2.570 4.035 2.753  -0.43
C: -1.655 4.674 0.008  -0.42
C: -4.086 -6.980 -2.709  -0.08
C: -3.675 7.578 -1.067  -0.12
C: -3.470 -2.198 0.041  -0.06
C: 3.921 -2.375 -1.942  -0.24
C: -1.484 -0.641 3.844  -0.21
C: 3.528 -0.331 5.082  -0.44
C: -2.155 6.108 -0.033  -0.22
C: 1.894 -2.072 7.904  -0.14
C: -0.750 -4.760 -2.140  -0.07
C: -2.840 -5.074 -3.378  -0.25
C: -5.443 -1.235 1.320  -0.19
C: -0.885 2.417 -5.451  -0.21
C: 2.671 -2.913 -2.628  -0.25
C: 0.354 0.140 -1.740  -0.67
C: 2.467 -1.163 5.769  -0.21
C: 2.008 -4.995 0.861  -0.22
C: -0.156 4.498 -6.278  -0.11
C: -0.009 6.021 4.447  -0.13
C: 2.924 0.273 3.814  -0.06
C: 4.036 3.744 3.047  -0.08
C: -2.575 3.677 0.668  -0.05
C: -1.819 0.800 3.378  -0.19
H: -5.281 -1.548 -0.813  0.14
H: -0.901 1.286 -7.713  0.06
H: -2.526 6.432 0.951  0.13
H: 2.822 -3.974 -2.855  0.11
H: -2.982 -2.198 -0.944  0.07
H: -1.191 2.801 -4.469  0.13
H: -2.668 -0.558 -5.047  0.07
H: -1.019 -5.723 -5.331  0.07
H: -3.605 3.659 0.303  0.08
H: 3.882 -1.283 -1.936  0.11
H: -1.005 -0.400 -4.560  0.07
H: 0.299 -5.049 -2.013  0.07
H: 2.478 3.704 0.794  0.03
H: -1.423 -0.570 4.934  0.11
H: -1.521 4.424 -1.049  0.14
H: 4.493 3.109 2.285  0.08
H: 2.187 2.201 -3.540  0.09
H: 3.726 0.549 5.711  0.13
H: 4.113 1.982 -1.806  0.13
H: 4.124 3.173 3.978  0.06
H: -0.813 -3.270 1.925  0.07
H: 5.550 3.655 -2.339  0.08
H: 1.641 5.008 1.202  0.03
H: -4.623 -7.044 -3.660  0.09
H: -2.232 2.656 0.486  0.05
H: -2.238 -1.344 3.488  0.11
H: 4.944 2.364 -4.458  0.07
H: -7.220 -2.367 3.015  0.08
H: -0.941 1.447 3.310  0.12
H: 0.304 5.964 5.494  0.09
H: -0.088 -2.893 0.343  0.07
H: 1.192 -4.379 2.726  0.14
H: 3.839 -6.905 0.310  0.08
H: -0.483 4.937 1.671  0.06
H: -3.348 -0.026 -0.800  0.05
H: -6.151 -0.402 1.287  0.12
H: 3.049 3.630 -4.131  0.11
H: 5.371 -0.487 4.279  0.07
H: -4.790 -1.147 2.196  0.12
H: -7.787 -3.631 1.953  0.08
H: -3.749 -3.250 0.145  0.08
H: -3.135 -7.523 -2.748  0.08
H: -3.171 -5.227 -4.425  0.12
H: 0.177 7.042 4.091  0.09
H: -1.097 5.929 4.402  0.08
H: 5.144 -5.869 0.848  0.09
H: -0.485 5.167 -5.474  0.09
H: 2.178 -1.998 8.951  0.08
H: 2.360 -2.116 5.234  0.14
H: 2.086 -4.566 -0.151  0.11
H: -0.762 -3.670 -2.232  0.07
H: 0.291 -5.661 -4.431  0.07
H: -2.667 -1.923 0.730  0.07
H: -2.301 0.607 -3.835  0.07
H: -0.145 5.104 -7.184  0.08
H: 1.975 3.111 2.728  0.13
H: -1.305 -6.547 -3.060  0.12
H: -3.644 0.362 0.667  0.03
H: 2.203 4.593 4.738  0.13
H: 0.882 -1.650 7.817  0.08
H: 0.164 2.129 -5.318  0.13
H: 2.501 5.965 3.666  0.13
H: 2.087 -2.261 0.929  0.02
H: 5.213 -1.286 5.624  0.07
H: -2.559 1.323 3.989  0.11
H: 0.086 3.828 0.695  0.06
H: 5.189 -2.614 -3.379  0.08
H: 3.667 1.004 3.478  0.06
H: 1.456 -5.942 0.829  0.13
H: 4.675 4.629 3.021  0.08
H: -4.696 -7.343 -1.888  0.09
H: 1.484 -0.686 5.683  0.11
H: -0.063 -0.748 2.481  0.03
H: -1.813 -0.026 -7.437  0.06
H: -2.897 8.236 -1.465  0.09
H: -0.569 -4.529 0.790  0.06
H: -4.003 7.887 -0.068  0.08
H: 1.591 -2.094 2.436  0.03
H: -1.330 6.768 -0.320  0.12
H: 1.758 -3.119 7.611  0.08
H: 1.603 -2.561 -4.246  0.07
H: -4.556 7.603 -1.705  0.08
H: -2.724 1.627 -6.153  0.14
H: -1.507 0.711 1.486  0.03
H: 4.111 -5.317 -0.531  0.08
H: -2.596 3.724 1.761  0.08
H: 1.986 0.799 3.978  0.08
H: 2.851 -0.423 2.980  0.07
H: -2.930 -3.983 -3.402  0.13
H: 1.791 -2.754 -1.998  0.09
H: -8.032 -1.924 1.550  0.08
H: -1.240 -4.978 -1.192  0.07
H: 2.908 3.242 -1.510  0.10
H: 0.863 4.156 -6.070  0.08
H: 3.926 -2.643 -0.884  0.11

Output
LUMO energy = 2.25 eV
total charge = -1
Kohn-Sham gap = 8.364 eV
HOMO energy = -6.1 eV
ΔE to the lowest compared entry with this formula, charge and spin = 0.0 kcal/mol
calculated total energy = -3675.35582 hartree

***

No. 2
Molecular formula: C35H95N15O15
Method: DFT, ωB97M-V/def2-TZVPD

Last column: Löwdin charge in e.
Element x y z (Å)
O: 2.032 2.642 -3.088  -0.24
O: -3.388 1.203 4.264  -0.15
O: -1.137 0.907 -6.097  -0.21
O: 4.812 -1.992 -1.209  -0.18
O: -1.998 -3.411 -3.462  -0.22
O: -1.127 4.273 2.424  0.03
O: 2.572 -3.870 2.787  -0.24
O: -1.633 -2.349 3.788  -0.18
O: 2.774 6.147 0.646  0.01
O: 1.024 2.022 3.043  -0.03
O: 4.488 0.435 2.444  0.08
O: -0.293 2.374 -0.405  0.03
O: -2.849 -5.124 -8.653  -0.19
O: -8.678 -0.044 2.857  -0.20
O: 8.287 2.254 2.299  -0.19
N: -6.512 1.961 3.488  -0.07
N: 4.473 -1.568 2.903  0.20
N: -2.579 -5.605 -5.457  -0.08
N: -0.275 4.369 -4.736  -0.05
N: 2.547 -0.732 2.631  0.22
N: 0.233 0.378 0.653  0.21
N: 6.881 0.247 0.694  -0.04
N: 1.743 4.228 1.056  0.20
N: -2.977 5.442 1.802  0.17
N: -2.358 3.559 0.826  0.17
N: 0.206 -2.919 1.696  -0.06
N: 1.346 6.090 2.255  0.17
N: 2.947 2.872 3.813  0.22
N: 0.370 0.586 -1.413  0.19
N: 0.995 3.432 4.694  0.19
C: 1.666 2.702 3.849  -0.76
C: -8.895 -0.994 3.900  -0.08
C: 2.010 5.488 1.308  -0.79
C: 2.501 -3.884 1.413  -0.24
C: 0.139 4.255 -3.279  -0.16
C: -1.972 1.487 3.909  -0.06
C: -0.213 2.974 -5.388  -0.20
C: -1.860 -3.738 4.070  -0.06
C: -8.871 1.267 3.190  -0.25
C: -4.010 2.413 4.017  -0.25
C: -3.686 -5.876 -7.796  -0.21
C: -5.562 2.524 4.422  -0.21
C: 6.456 -1.024 0.074  -0.20
C: -7.806 1.941 4.124  -0.21
C: 3.858 -0.531 2.605  -0.85
C: 5.175 -0.724 -0.681  -0.20
C: -1.215 -2.773 1.325  -0.17
C: -3.699 -5.269 -6.293  -0.19
C: -1.783 -1.943 2.492  -0.26
C: 9.009 1.316 1.410  -0.18
C: -2.147 4.393 1.807  -0.76
C: 0.087 1.214 -0.338  -0.72
C: 1.934 -4.939 3.393  -0.08
C: 8.912 3.461 2.791  -0.10
C: -1.253 1.874 -5.044  -0.21
C: 1.040 -3.925 0.930  -0.16
C: -2.938 -5.606 -4.032  -0.19
C: 3.530 -2.046 -1.728  -0.15
C: -0.324 -0.302 -5.990  -0.05
C: -2.162 -2.084 -2.842  -0.06
C: 1.690 4.034 -3.052  -0.19
C: -3.245 -4.153 -3.489  -0.20
C: 8.193 0.071 1.350  -0.24
C: -2.779 -5.595 -10.040  -0.08
C: 3.235 2.321 -2.347  -0.07
H: -1.555 3.191 0.335  0.05
H: -3.557 -6.314 -10.297  0.07
H: 2.053 -4.826 4.471  0.11
H: -1.026 1.560 -4.025  0.09
H: -1.924 -4.837 -5.480  0.10
H: 0.972 -3.660 -0.125  0.11
H: 9.262 1.688 0.417  0.13
H: 4.361 -0.450 -0.009  0.10
H: -3.917 2.777 2.994  0.10
H: 0.397 -2.922 2.687  0.08
H: 0.663 -0.528 0.537  0.09
H: 9.029 4.228 2.026  0.08
H: -1.283 -1.439 -2.866  0.07
H: 8.681 -0.618 0.661  0.11
H: -3.756 -6.309 -3.877  0.11
H: -3.715 -4.283 -2.514  0.11
H: 0.119 5.177 -5.198  0.09
H: -3.082 -1.643 -3.224  0.09
H: 2.352 4.363 -3.853  0.12
H: 5.474 -1.521 3.028  0.13
H: 2.992 -2.982 1.048  0.10
H: -9.837 -0.894 4.439  0.09
H: -8.972 -1.882 3.273  0.09
H: -3.657 3.116 4.772  0.11
H: 5.261 0.010 -1.482  0.12
H: 2.195 -1.634 2.917  0.08
H: -8.948 1.811 2.249  0.12
H: -4.730 -6.058 -8.051  0.10
H: 7.999 -0.379 2.324  0.12
H: -1.585 2.217 4.620  0.07
H: 3.112 -4.659 0.950  0.13
H: 6.345 -1.889 0.729  0.11
H: 0.630 -4.928 1.044  0.10
H: -1.904 -6.183 -10.316  0.08
H: 2.002 0.093 2.424  0.07
H: -0.372 3.484 -2.704  0.09
H: 6.411 0.427 1.570  0.06
H: -7.690 1.445 5.087  0.10
H: -2.075 -3.920 5.123  0.10
H: 3.464 -1.632 -2.734  0.09
H: 0.371 0.968 -2.348  0.10
H: -9.844 1.410 3.661  0.11
H: -1.460 0.529 4.003  0.07
H: 1.485 7.080 2.397  0.11
H: -6.085 1.095 3.193  0.12
H: 0.195 -0.412 -6.942  0.09
H: -2.657 -4.106 3.424  0.09
H: -2.661 6.254 2.313  0.11
H: 2.732 -1.561 -1.165  0.05
H: -1.006 -1.120 -5.757  0.08
H: 1.179 3.695 1.702  0.06
H: -8.108 2.960 4.366  0.12
H: -1.437 -2.338 0.350  0.10
H: 0.764 -0.334 -1.278  0.09
H: -3.348 -6.911 -7.755  0.11
H: 3.341 2.917 -1.441  0.08
H: 1.849 3.864 0.120  0.09
H: 0.865 -4.914 3.185  0.06
H: 2.505 -5.759 2.958  0.11
H: 3.461 2.314 3.147  0.10
H: -2.147 2.496 -5.050  0.12
H: 4.075 -2.495 2.946  0.09
H: -5.731 2.104 5.414  0.10
H: -2.838 -1.846 2.238  0.13
H: 0.008 3.442 4.479  0.09
H: -2.289 -2.318 -1.785  0.06
H: -0.453 3.266 -6.410  0.11
H: -0.209 5.209 -2.882  0.10
H: 3.301 3.434 4.574  0.12
H: 0.457 5.698 2.530  0.06
H: -4.573 -5.626 -5.748  0.11
H: 9.868 0.862 1.903  0.11
H: -3.751 -4.184 -6.379  0.11
H: -5.701 3.584 4.633  0.11
H: 1.608 4.039 5.219  0.12
H: 8.271 3.998 3.491  0.08
H: 1.994 4.658 -2.211  0.11
H: -8.018 -0.906 4.541  0.09
H: 4.081 2.460 -3.020  0.09
H: 0.040 0.906 1.492  0.08
H: 0.780 2.527 -5.430  0.10
H: -3.212 3.677 0.300  0.11
H: -0.933 -4.239 3.793  0.06
H: -1.630 -3.781 1.331  0.10
H: 7.189 -1.249 -0.701  0.12
H: 9.861 3.269 3.292  0.08
H: -2.883 -4.717 -10.678  0.08
H: 3.156 1.322 -1.917  0.06
H: -3.953 -3.662 -4.156  0.11
H: -1.771 1.888 2.916  0.06
H: -2.071 -6.053 -3.545  0.11
H: 3.043 -3.021 -1.700  0.08
H: -3.941 5.349 1.514  0.11
H: -1.343 -0.948 2.561  0.10
H: 0.444 -0.110 -5.241  0.08

Output
LUMO energy = 0.39 eV
Kohn-Sham gap = 8.631 eV
HOMO energy = -8.2 eV
SMILES string = COCCNCCOC.COCCNCCOC.COCCNCCOC.COCCNCCOC.COCCNCCOC.NC(N)=O.NC(N)=O.NC(N)=O.NC(N)=O.NC(N)=O
ΔE to the lowest compared entry with this formula, charge and spin = 196.5 kcal/mol
calculated total energy = -3340.18982 hartree

***

No. 3
Molecular formula: C36H101FeN7O15P
Method: DFT, ωB97M-V/def2-TZVPD

Last column: Löwdin spin population.
Element x y z (Å)
Fe: -0.522 -0.327 1.862  4.26
P: -0.014 -0.996 -0.350  0.03
O: -4.206 -0.250 -4.951  0.00
O: -1.353 -3.528 -2.585  0.00
O: 0.087 -1.495 -1.801  0.01
O: 0.268 0.392 -3.703  0.00
O: 0.707 -1.515 0.941  0.18
O: -1.341 -1.235 0.492  0.19
O: 0.090 5.479 -1.818  0.08
O: 5.514 3.907 1.925  0.00
O: 0.091 3.234 2.509  0.00
O: 2.392 -2.296 -2.861  0.00
O: 1.444 1.817 5.455  0.00
O: 0.193 0.377 0.223  0.15
O: -2.037 0.666 4.558  0.00
O: 2.735 -3.372 0.611  0.01
O: -5.612 -5.028 0.721  0.00
N: -3.656 -1.030 -1.344  0.00
N: 0.938 0.587 3.071  0.06
N: -1.897 -3.847 0.369  0.01
N: 1.501 1.964 -1.545  0.54
N: 3.006 1.123 1.215  0.01
N: -2.052 1.021 2.046  0.07
N: -1.180 -1.716 3.227  0.06
C: 3.811 -2.900 -0.158  0.00
C: 0.807 4.308 3.068  0.00
C: -1.821 1.733 5.483  0.00
C: -0.975 -4.532 -3.590  0.00
C: -1.237 3.525 2.119  0.00
C: -2.342 -0.595 5.139  0.00
C: 1.550 -0.171 4.143  0.01
C: -0.145 0.119 -5.023  0.00
C: -3.472 2.737 1.126  0.00
C: -6.380 -4.321 -0.288  0.00
C: 5.075 -3.309 0.596  0.00
C: 1.550 3.427 -1.590  0.09
C: -3.695 -0.949 -3.866  0.00
C: -3.197 -4.371 -0.081  0.00
C: 4.494 -1.267 -3.309  0.00
C: 4.342 1.786 1.308  0.00
C: 2.081 2.825 6.150  0.00
C: 3.058 -1.028 -2.892  0.00
C: -2.417 -1.698 4.009  0.01
C: -0.964 -3.979 -4.987  0.00
C: 2.181 3.857 -2.865  0.01
C: -4.351 -4.439 0.983  0.00
C: 0.130 4.106 -1.497  0.08
C: -2.573 0.905 -2.532  0.00
C: 4.281 3.277 1.524  0.00
C: -3.701 -0.126 -2.525  0.00
C: 2.553 -1.170 3.593  0.00
C: -0.443 5.789 -3.048  0.01
C: -2.017 2.388 1.369  0.01
C: 6.192 4.502 0.786  0.00
C: -3.990 -0.912 -6.187  0.00
C: -0.411 1.408 -5.736  0.00
C: -2.741 -3.132 4.580  0.00
C: 5.211 1.384 0.113  0.00
C: -2.764 -5.739 -0.560  0.00
C: 2.313 0.811 4.965  0.00
H: -1.927 -2.845 0.498  0.00
H: 2.503 1.358 0.372  0.00
H: 3.821 -3.462 -1.092  0.00
H: 5.128 -0.382 -3.262  0.00
H: -0.885 -4.823 -5.673  0.00
H: -4.064 1.960 0.643  0.00
H: -4.509 -3.454 1.422  0.00
H: 3.532 3.730 2.174  0.00
H: -2.637 -1.191 -3.966  0.00
H: 1.653 -2.085 -2.287  0.00
H: 0.193 5.166 3.342  0.00
H: 0.541 1.937 -5.783  0.00
H: -2.153 1.149 -3.508  0.00
H: -0.735 -2.277 3.940  0.00
H: 0.668 -0.415 -5.515  0.00
H: -2.686 -1.134 -1.085  0.00
H: -2.846 1.900 -2.178  0.00
H: -3.301 -0.576 5.657  0.00
H: -3.223 -1.394 3.341  0.00
H: -1.380 -2.514 2.640  0.00
H: -3.870 -0.280 -7.066  0.00
H: -2.921 -3.873 3.801  0.00
H: 3.020 -0.580 -1.899  0.00
H: -1.431 4.491 1.654  0.00
H: 0.829 -0.610 4.833  0.00
H: -5.913 -4.086 -1.245  0.00
H: 2.799 0.251 5.764  0.00
H: 4.884 -1.993 -2.595  0.00
H: -0.181 -3.232 -5.114  0.00
H: 2.664 2.324 6.923  0.00
H: -3.287 3.472 0.342  0.00
H: 2.266 -1.968 2.909  0.00
H: -1.641 -5.390 -3.495  0.00
H: -0.094 5.317 -3.967  0.00
H: 3.225 3.547 -2.827  0.00
H: -3.687 -6.164 -0.956  0.00
H: 6.571 3.933 -0.062  0.00
H: -4.030 3.163 1.960  0.00
H: -0.576 -2.989 -2.420  0.00
H: 0.922 1.619 -0.793  0.02
H: 1.015 1.574 -2.340  0.02
H: -1.855 -3.407 -5.243  0.00
H: 1.654 4.652 2.475  0.00
H: 5.165 0.296 0.066  0.00
H: 0.779 1.528 3.401  0.00
H: -2.413 -6.329 0.287  0.00
H: -6.617 -3.375 0.198  0.00
H: 1.933 3.688 -0.604  0.01
H: 3.970 3.768 0.602  0.00
H: -4.866 -1.483 -6.496  0.00
H: 5.075 -2.646 1.461  0.00
H: 2.773 3.359 5.497  0.00
H: -2.871 0.596 1.635  0.00
H: -1.489 5.490 -2.978  0.00
H: 1.445 3.494 6.729  0.00
H: -2.043 -5.783 -1.377  0.00
H: 4.775 1.845 -0.773  0.00
H: -0.023 -5.030 -3.409  0.00
H: 1.247 3.986 4.012  0.00
H: -3.560 -3.697 -0.857  0.00
H: -7.299 -4.764 -0.672  0.00
H: -2.472 1.176 2.951  0.00
H: -1.520 2.385 0.399  0.00
H: 4.975 -4.390 0.695  0.00
H: -3.864 -5.037 1.754  0.00
H: -0.163 4.026 -0.450  0.00
H: -1.191 1.976 -5.229  0.00
H: -1.021 -0.518 -4.902  0.00
H: 3.113 1.202 4.335  0.00
H: -1.923 -3.415 5.244  0.00
H: 6.246 1.722 0.166  0.00
H: 1.981 -2.782 0.537  0.00
H: 4.569 -1.659 -4.323  0.00
H: -4.205 -1.897 -3.696  0.00
H: -1.366 -3.869 -0.490  0.00
H: -1.759 0.491 -1.938  0.00
H: -1.691 3.569 3.109  0.00
H: -1.695 2.673 4.946  0.00
H: 1.629 3.334 -3.646  0.00
H: -4.670 0.369 -2.473  0.00
H: -0.926 1.542 6.074  0.00
H: -3.703 -3.158 5.092  0.00
H: -1.528 -0.768 5.844  0.00
H: 3.112 0.152 0.959  0.00
H: -3.149 -1.604 -6.212  0.00
H: -0.363 6.844 -3.309  0.00
H: -3.905 -1.906 -1.781  0.00
H: -2.659 2.022 6.117  0.00
H: 2.239 4.910 -3.139  0.00
H: 3.663 -1.824 -0.252  0.00
H: -0.559 1.186 -6.793  0.00
H: 3.410 -0.688 3.124  0.00
H: 7.133 4.954 1.099  0.00
H: 5.820 -2.964 -0.120  0.00
H: 2.558 -0.359 -3.592  0.00
H: 4.762 1.417 2.244  0.00
H: -0.663 3.557 -2.005  0.00
H: 3.015 -1.739 4.399  0.00
H: 1.780 0.680 2.521  0.00
H: 5.586 5.266 0.299  0.00
H: 0.281 -0.419 -3.188  0.00

Output
multiplicity = 7
LUMO energy (alpha / beta) = -1.78 / -7.18 eV
expectation value of S² = 12.01
total charge = +1
Kohn-Sham gap (alpha / beta) = 8.555 / 3.152 eV
HOMO energy (alpha / beta) = -10.3 / -10.3 eV
calculated total energy = -4548.67441 hartree